24
Properties=species:S:1:pos:R:3 method="wB97M-V/def2-TZVPD" e_homo_ev="-7.0 / -7.4" e_above_lowest_kcal_mol=77.1 homo_lumo_gap_ha="0.214 / 0.259"
C 1.5461 1.8335 2.8483
C 0.9973 0.5846 2.6758
C 1.6135 2.7563 1.8216
C 0.3607 0.2988 1.4652
C 1.0269 2.4670 0.6044
C 0.4199 1.1167 0.3609
C -1.7873 -1.4717 -0.3524
C -0.9511 -1.2042 -1.4438
C -1.5496 -1.0017 -2.8549
C 0.3584 -2.0930 -1.3933
P -0.1578 0.8236 -1.2404
Cl -3.3789 -0.7613 -0.1118
H 1.9496 2.1195 3.8180
H 1.0930 -0.1852 3.4262
H 1.9024 3.8009 2.0207
H 0.1039 -0.7567 1.3802
H 0.7941 3.2412 -0.1714
H -1.3534 -1.9664 0.6759
H -0.8830 -0.5339 -3.5656
H -2.3677 -0.1328 -2.6280
H -1.7652 -1.8920 -3.2814
H 0.8087 -2.0779 -0.3783
H 1.1039 -1.7631 -2.1049
H 0.1155 -3.2024 -1.5711

=====

63
Properties=species:S:1:pos:R:3 method="wB97M-V/def2-TZVPD" e_homo_ev=-7.9 e_above_lowest_kcal_mol=24.6 homo_lumo_gap_ha=0.295
C -8.2216 1.6625 -1.0185
C -7.7085 0.4185 -0.2984
O -6.8667 -0.3726 -1.1118
C -5.5863 0.0254 -1.3517
C -4.9470 1.1110 -0.7618
C -3.6325 1.3994 -1.0815
C -2.9248 0.6054 -1.9706
C -1.5378 0.9903 -2.3597
O -1.3091 2.0550 -2.9064
N -0.5542 0.0763 -2.1407
C 0.7831 0.3716 -2.6279
C 1.7185 0.8766 -1.5605
C 2.9632 0.3025 -1.3627
C 3.8031 0.7315 -0.3483
C 3.3962 1.7554 0.4970
O 4.1163 2.2317 1.5531
C 5.3877 1.6837 1.8001
C 2.1582 2.3624 0.2791
C 1.3356 1.9326 -0.7386
C -0.7091 -1.1143 -1.3317
C 0.1112 -1.0255 -0.0729
C 1.2165 -1.7698 0.1417
C 2.0496 -1.5730 1.2840
C 3.2382 -2.2871 1.4807
C 4.0473 -2.0073 2.5638
O 5.2322 -2.6206 2.8405
C 5.6722 -3.6450 1.9823
C 3.6636 -1.0063 3.4727
C 2.4978 -0.3043 3.2972
C 1.6762 -0.5760 2.2005
N 0.5109 0.1080 1.9920
C -0.3251 -0.0320 0.9075
O -1.3431 0.6310 0.8284
C -3.5672 -0.4765 -2.5686
C -4.8806 -0.7611 -2.2653
H -7.3986 2.3148 -1.2994
H -8.9010 2.2084 -0.3694
H -8.7520 1.3719 -1.9219
H -8.5465 -0.2414 -0.0554
H -7.2022 0.6892 0.6364
H -5.4563 1.7425 -0.0512
H -3.1400 2.2406 -0.6212
H 0.6591 1.1431 -3.3956
H 1.1923 -0.5335 -3.0896
H 3.2899 -0.5032 -2.0055
H 4.7611 0.2524 -0.2214
H 5.3251 0.6162 2.0361
H 6.0616 1.8331 0.9503
H 5.7765 2.2202 2.6641
H 1.8645 3.1730 0.9273
H 0.3815 2.4096 -0.8998
H -0.4007 -1.9914 -1.9144
H -1.7624 -1.2073 -1.0598
H 1.5182 -2.5138 -0.5836
H 3.5016 -3.0435 0.7586
H 5.8380 -3.2741 0.9655
H 4.9624 -4.4778 1.9544
H 6.6173 -3.9912 2.3971
H 4.3133 -0.8067 4.3099
H 2.2165 0.4678 3.9970
H 0.2468 0.8229 2.6596
H -3.0391 -1.0876 -3.2871
H -5.3909 -1.5937 -2.7239

=====

13
Properties=species:S:1:pos:R:3 method="wB97M-V/def2-TZVPD" e_homo_ev=-13.4 e_above_lowest_kcal_mol=52.1 homo_lumo_gap_ha=0.302 charge=+1
C 3.1523 0.6152 -0.0717
N 2.0582 0.2509 -0.0936
C 0.7652 -0.1726 -0.0512
C 0.6591 -1.5045 0.0473
C -0.4021 0.8812 0.0480
C -1.6890 0.5850 -0.1283
C -2.9200 0.3321 -0.0861
H 4.0673 1.1058 -0.1603
H 1.4560 -2.3484 0.1034
H -0.3430 -2.0123 0.3237
H -0.0380 1.8503 0.1086
H -3.2420 0.1269 0.9568
H -3.5239 0.2905 -0.9966

=====

5
Properties=species:S:1:pos:R:3 method="wB97M-V/def2-TZVPD" e_homo_ev="-10.6 / -10.6" e_above_lowest_kcal_mol=89.1 homo_lumo_gap_ha="0.241 / 0.242"
F -0.3068 -1.5806 1.1908
F -1.1216 2.5365 -0.1179
F -0.6429 -0.9385 -1.2926
Si -0.1212 -0.3257 0.1732
I 2.1925 0.3084 0.0465

=====

14
Properties=species:S:1:pos:R:3 method="wB97M-V/def2-TZVPD" e_homo_ev=-10.1 e_above_lowest_kcal_mol=15.3 homo_lumo_gap_ha=0.402
C 1.2818 -0.6697 0.0357
C -0.1080 -0.6608 -0.5874
C -1.1694 -0.3063 0.4609
N -0.9792 1.1526 0.4987
C -0.1870 1.4783 -0.6005
O 0.5991 2.3783 -0.6980
O -0.3014 0.4574 -1.4993
H 1.4574 0.1535 0.7428
H 2.0854 -0.6512 -0.7064
H 1.2968 -1.6089 0.5891
H -0.2567 -1.5718 -1.1648
H -1.0361 -0.7383 1.4591
H -2.1592 -0.5776 0.0862
H -0.5841 1.5297 1.3490

=====

14
Properties=species:S:1:pos:R:3 method="wB97M-V/def2-TZVPD" e_homo_ev=-15.8 e_above_lowest_kcal_mol=72.2 homo_lumo_gap_ha=0.439 charge=+1
C 0.6442 1.1967 -0.7749
C -1.0987 -0.3138 1.1969
C 0.9389 -0.1648 -0.2860
N -0.3989 -0.8973 -0.0062
H -0.3000 1.6415 -0.1697
H 1.5703 1.7934 -0.5468
H 0.5616 1.1993 -1.8838
H -2.0400 -0.8450 1.5674
H -0.3404 -0.3732 2.0062
H -1.3530 0.7963 0.9372
H 1.5522 -0.3984 0.5816
H 1.6847 -1.0833 -1.3904
H -0.4112 -1.9827 -0.0429
H -0.9224 -0.6108 -0.8067

=====

10
Properties=species:S:1:pos:R:3 method="wB97M-V/def2-TZVPD" e_homo_ev=-9.9 e_above_lowest_kcal_mol=0.0 homo_lumo_gap_ha=0.381
C 1.1350 1.1542 0.0307
C 0.7295 0.0352 -0.8680
O 0.4186 0.1090 -2.0205
S 0.6914 -1.5428 -0.0253
H 1.9428 0.8458 0.6897
H 1.4272 2.0200 -0.5583
H 0.2740 1.4233 0.6448
H 0.1959 -2.2114 -1.0751
I -3.5858 -0.0491 -0.0330
H -4.0147 -1.4357 -0.6296

=====

24
Properties=species:S:1:pos:R:3 method="wB97M-V/def2-TZVPD" e_homo_ev=-9.1 e_above_lowest_kcal_mol=13.6 homo_lumo_gap_ha=0.358
C 2.2904 -1.8895 -0.2837
N 2.6429 -1.1210 0.8780
C 1.9572 0.0094 1.2216
C 2.2788 0.4942 2.6208
O 1.0580 0.4546 0.5331
H 2.7499 -1.4955 -1.1932
H 2.6084 -2.9210 -0.1739
H 1.2194 -1.8670 -0.4660
H 3.2843 -1.4717 1.5656
H 1.7651 1.4421 2.8161
H 1.7672 -0.1666 3.3233
H 3.3503 0.5572 2.8030
C -1.3705 1.4347 -2.5884
N -1.7395 1.0032 -1.2631
C -2.9216 0.3434 -1.0660
C -3.0771 -0.1478 0.3556
O -3.7309 0.1943 -1.9581
H -0.8098 0.6723 -3.1427
H -2.2636 1.6872 -3.1381
H -0.6881 2.2878 -2.5535
H -1.2047 1.2775 -0.4590
H -2.5333 0.5319 1.0134
H -4.1023 -0.2287 0.7078
H -2.5304 -1.0806 0.4476

=====

75
Properties=species:S:1:pos:R:3 method="wB97M-V/def2-TZVPD" e_homo_ev=-3.9 e_above_lowest_kcal_mol=0.0 homo_lumo_gap_ha=0.187 charge=-1
C -7.0183 0.8488 0.7548
N -5.8465 1.5678 1.2169
C -6.0905 2.9458 1.6048
C -4.5904 1.0320 1.1659
C -3.4888 1.6877 1.7880
C -2.2067 1.2070 1.6249
C -1.9097 0.0714 0.7986
C -0.5844 -0.3647 0.5122
C 0.5381 0.5006 0.6380
C 1.8487 -0.0393 0.8304
C 2.9602 0.7359 1.0247
C 4.3818 0.1454 1.1942
C 5.2573 0.5635 0.0078
C 4.3479 -1.3824 1.2583
C 5.0382 0.6612 2.4795
C 2.8117 2.2024 1.0047
O 3.8180 2.9516 1.0504
C 1.4670 2.7793 0.8566
C 1.2988 4.3158 0.9622
C 1.9027 4.8460 2.2707
C -0.1756 4.7221 0.9257
C 2.0178 4.9898 -0.2116
C 0.4336 1.9315 0.5523
C -3.0404 -0.6424 0.3057
C -4.3257 -0.1741 0.4574
H -6.8823 -0.2252 0.8965
H -7.8898 1.1764 1.3388
H -7.2303 1.0449 -0.3093
H -5.2001 3.5643 1.4540
H -6.9137 3.3551 1.0019
H -6.3882 3.0242 2.6612
H -3.6825 2.5725 2.4010
H -1.4062 1.7074 2.1721
H -0.4101 -1.4396 0.3908
H 1.9334 -1.1309 0.8441
H 5.3460 1.6513 -0.0257
H 6.2569 0.1309 0.1137
H 4.8237 0.2200 -0.9374
H 3.7448 -1.7243 2.1090
H 3.9531 -1.8161 0.3306
H 5.3693 -1.7609 1.3976
H 4.4372 0.3790 3.3494
H 6.0387 0.2271 2.5837
H 5.1246 1.7489 2.4424
H 2.9736 4.6306 2.3017
H 1.7578 5.9317 2.3280
H 1.4101 4.3787 3.1311
H -0.6364 4.4727 -0.0376
H -0.7390 4.2436 1.7373
H -0.2542 5.8083 1.0609
H 1.5994 4.6482 -1.1655
H 1.8951 6.0760 -0.1397
H 3.0834 4.7485 -0.1828
H -0.5262 2.3643 0.2614
H -2.8816 -1.5851 -0.2138
H -5.1600 -0.7228 0.0096
O 1.3540 -8.9251 -3.4086
N 1.0025 -8.1019 -4.2927
O 1.0438 -8.3734 -5.5126
C 0.5309 -6.8303 -3.8302
C 0.0393 -5.8563 -4.7219
C -0.5576 -4.7009 -4.2115
C -0.6473 -4.5041 -2.8179
S -1.4124 -3.0155 -2.1279
C -0.1926 -1.8606 -1.6664
Cl -0.1090 -0.4236 -2.5092
O -2.2516 -2.4826 -3.1710
O -2.0301 -3.4988 -0.9022
C -0.1467 -5.4825 -1.9393
C 0.4539 -6.6332 -2.4396
H 0.1159 -6.0356 -5.7962
H -0.9613 -3.9686 -4.9118
H 0.7774 -2.3358 -1.4836
H -0.2380 -5.3696 -0.8607
H 0.8378 -7.4036 -1.7751

=====

28
Properties=species:S:1:pos:R:3 method="wB97M-V/def2-TZVPD" e_homo_ev=-6.2 e_above_lowest_kcal_mol=214.2 homo_lumo_gap_ha=0.082 charge=-1
Zn 4.0547 0.2391 2.2065
N -0.7638 0.7724 0.3564
O -1.2453 1.0640 -0.7383
O 0.4058 1.1156 0.7156
O -1.3282 -0.0110 1.0751
N 1.2107 -3.5025 4.4308
O 0.6559 -3.2063 5.4772
O 0.9025 -4.4552 3.7521
O 2.1206 -2.7830 3.9643
N 4.9386 -1.5831 -2.4356
O 6.0831 -1.8803 -2.7805
O 4.0551 -1.4394 -3.2717
O 4.6357 -1.5227 -1.2815
O 3.7191 1.9630 5.1972
H 4.1717 2.7996 5.3047
H 3.3290 1.7893 6.0538
O -2.9801 -2.8543 -2.9676
H -2.5945 -2.1692 -2.4215
H -3.7757 -2.4584 -3.3231
O 1.6664 4.0502 -3.2720
H 1.4732 3.3110 -2.6954
H 1.8319 4.7817 -2.6772
O -4.7444 3.0449 -4.6737
H -4.4378 2.7747 -3.8081
H -5.4292 2.4133 -4.8937
O -6.1571 -0.9343 1.2009
H -5.2206 -0.7959 1.0597
H -6.5771 -0.5233 0.4454

=====

54
Properties=species:S:1:pos:R:3 method="wB97M-V/def2-TZVPD" e_homo_ev=-8.4 e_above_lowest_kcal_mol=27.6 homo_lumo_gap_ha=0.334
C 5.7294 0.3175 1.0271
C 5.3750 -1.1601 1.1508
N 3.9451 -1.3525 0.9806
C 3.4823 -2.3577 0.0508
C 3.8243 -3.7912 0.4517
S 2.9815 -1.1553 2.3292
O 2.4965 -2.4095 2.8407
O 3.6747 -0.2900 3.2384
C 1.6010 -0.2758 1.6091
C 1.8038 1.0028 1.1345
C 0.7687 1.7153 0.5446
C -0.4777 1.1123 0.4424
C -0.6625 -0.1975 0.9115
C 0.3658 -0.8954 1.5002
C -2.0679 -0.6467 0.6533
C -2.6158 0.4677 -0.2486
C -2.5660 0.0302 -1.7248
O -1.5037 -0.3093 -2.2189
N -3.7143 0.0223 -2.4101
C -5.0144 0.5136 -1.9806
C -5.9105 0.3230 -3.2051
C -4.9302 0.4444 -4.3688
C -3.7074 -0.2876 -3.8324
N -1.6682 1.5817 -0.1026
C -2.0808 2.8058 -0.5390
C -1.1668 3.9837 -0.3366
O -3.1842 2.9246 -1.0417
H 5.3732 0.7102 0.0776
H 6.8073 0.4471 1.0833
H 5.2649 0.8663 1.8408
H 5.8928 -1.7348 0.3799
H 5.6879 -1.5293 2.1325
H 3.9012 -2.1242 -0.9338
H 2.3974 -2.2407 -0.0060
H 3.4039 -4.0000 1.4314
H 4.9014 -3.9358 0.4934
H 3.4072 -4.4860 -0.2729
H 2.7845 1.4388 1.2308
H 0.9681 2.7003 0.1637
H 0.2435 -1.8993 1.8744
H -2.0914 -1.6140 0.1515
H -2.6316 -0.7258 1.5856
H -3.6078 0.8130 0.0405
H -5.3821 -0.0516 -1.1197
H -4.9349 1.5725 -1.7145
H -6.7081 1.0614 -3.2438
H -6.3557 -0.6729 -3.1965
H -5.3073 0.0055 -5.2896
H -4.6899 1.4927 -4.5461
H -2.7631 0.0374 -4.2715
H -3.7989 -1.3709 -3.9723
H -0.3470 3.9441 -1.0507
H -0.7720 4.0028 0.6757
H -1.7415 4.8881 -0.5226

=====

56
Properties=species:S:1:pos:R:3 method="wB97M-V/def2-TZVPD" e_homo_ev=-9.0 homo_lumo_gap_ha=0.344
C -2.1152 -2.8629 -4.1394
C -1.0757 -2.8768 -3.4939
C 0.2466 -2.5522 -2.6917
C 1.4165 -2.2329 -3.6883
N 2.2086 -2.1168 -4.5239
C -0.0324 -1.3060 -1.6943
Cl -1.3598 -1.8616 -0.5795
C -0.4841 -0.1134 -2.6355
N -0.7687 0.6882 -3.4209
C 1.3506 -0.9974 -0.9796
C 1.2387 -0.2180 0.4070
N 1.2790 -1.1728 1.5716
N 0.1336 0.7517 0.4904
N 2.5107 0.5893 0.5219
H -3.1090 -2.6085 -4.5998
H 0.5143 -3.4756 -2.0850
H 1.8698 -1.9894 -0.7934
H 1.9784 -0.3666 -1.6943
H 2.2716 -1.4339 1.6412
H 0.8011 -2.0368 1.2656
H -0.0782 0.8407 1.5002
H 0.4371 1.6976 0.2216
H 3.3367 -0.0101 0.4250
H 2.4714 1.0593 1.4317
C -4.1379 1.5808 -4.0565
O -5.2780 2.2496 -4.5777
C -6.0134 2.9358 -3.5690
C -5.7532 4.4341 -3.6196
O -4.4180 4.7408 -3.2293
C -3.5870 5.0453 -4.3381
H -3.5418 1.2188 -4.8952
H -3.5191 2.2494 -3.4539
H -4.4512 0.7214 -3.4549
H -5.7866 2.5336 -2.5761
H -7.0740 2.7564 -3.7720
H -6.4162 4.9301 -2.9042
H -5.9721 4.8343 -4.6151
H -3.8689 6.0138 -4.7639
H -3.6419 4.2717 -5.1083
H -2.5565 5.1093 -3.9834
C 3.6906 -0.4559 4.3245
O 3.4996 -1.8569 4.1895
C 4.6132 -2.6027 4.6771
C 4.3141 -3.2144 6.0376
O 4.2060 -2.2112 7.0430
C 2.8584 -1.9480 7.4012
H 2.7492 0.0419 4.0859
H 3.9791 -0.1849 5.3429
H 4.4544 -0.1140 3.6182
H 5.5136 -1.9813 4.7174
H 4.7922 -3.4106 3.9606
H 5.1486 -3.8622 6.3221
H 3.4087 -3.8289 5.9984
H 2.4455 -2.7952 7.9579
H 2.2394 -1.7444 6.5234
H 2.8439 -1.0685 8.0478

=====

33
Properties=species:S:1:pos:R:3 method="wB97M-V/def2-TZVPD" e_homo_ev=0.0 homo_lumo_gap_ha=0.174 charge=-2
C 0.2531 2.1674 -2.0655
C 1.5578 2.2826 -1.5323
C 2.1879 1.0082 -1.6165
H 1.9879 3.1984 -1.0770
C 1.2770 0.1060 -2.2335
C 0.0804 0.8228 -2.5348
H -0.7594 0.4440 -3.1240
H -0.4490 2.9910 -2.2221
H 3.1975 0.7556 -1.2768
H 1.4991 -0.9197 -2.5244
Sr 1.3729 0.6915 0.7262
Br 1.9855 2.3151 2.8619
C -3.3289 0.7687 1.3175
C -3.5586 0.4542 -0.0638
C -3.2542 1.6412 -0.8287
H -3.7548 -0.5419 -0.4818
C -2.8447 2.6649 0.1016
C -2.9031 2.1230 1.4196
H -2.4591 2.5796 2.2927
H -3.3050 0.0580 2.1166
H -3.1702 1.6999 -1.9473
H -2.3664 3.6279 -0.1728
C 2.0015 -2.5786 2.3638
C 1.5308 -2.2918 0.9363
C 1.0664 -3.4931 0.1537
O 0.4988 -1.3730 1.0498
H 1.2204 -3.1726 2.8692
H 2.1786 -1.6436 2.9240
H 2.9357 -3.1453 2.2690
H 2.3986 -1.8515 0.3735
H 0.3632 -4.0702 0.7599
H 0.6181 -3.2099 -0.7967
H 1.9423 -4.1090 -0.0372

=====

6
Properties=species:S:1:pos:R:3 method="wB97M-V/def2-TZVPD" e_homo_ev=-9.2 e_above_lowest_kcal_mol=9.4 homo_lumo_gap_ha=0.332
N 0.3260 0.8964 0.0570
P 0.4051 -0.8407 -0.2082
Br -1.6849 -1.5212 0.7133
H -0.1568 1.0660 0.8938
H 1.2442 1.3564 0.1824
H -0.1336 -0.9568 -1.6383

=====

57
Properties=species:S:1:pos:R:3 method="wB97M-V/def2-TZVPD" e_homo_ev=-8.7 e_above_lowest_kcal_mol=0.0 homo_lumo_gap_ha=0.340
C -1.9711 0.0020 -3.8190
C -2.0916 1.2813 -3.0002
C -2.4263 1.0478 -1.5245
C -1.3903 0.2632 -0.7104
C -1.6047 0.5280 0.8094
N -0.6310 -0.1804 1.6190
C -0.7801 -1.6081 1.4240
C -0.5128 -1.9998 -0.0586
C -0.6444 -3.5152 -0.2287
C -0.3427 -4.0191 -1.6394
C -0.6335 -5.5103 -1.7575
C 0.8936 -1.4671 -0.4176
N 0.9976 -0.0440 -0.1557
C 0.0703 0.6651 -1.0150
C 0.7398 0.1964 1.2483
C 1.0443 1.6253 1.7111
O 0.6771 1.7340 3.0797
C 2.5525 1.9016 1.5691
O 3.2755 1.1860 2.5333
C 2.8989 3.4201 1.5859
O 2.1022 4.1064 0.6517
C 2.7464 4.0893 2.9658
O 1.4014 4.3988 3.2336
C -1.5638 -1.2372 -0.8376
O -2.5114 -1.7639 -1.3722
H -1.1083 -0.5863 -3.5151
H -2.8564 -0.6148 -3.6901
H -1.8623 0.2420 -4.8746
H -1.1732 1.8654 -3.0867
H -2.8987 1.8864 -3.4205
H -3.3717 0.5031 -1.4643
H -2.5696 2.0240 -1.0531
H -1.5299 1.5997 1.0067
H -2.6053 0.1995 1.1053
H -1.7933 -1.9031 1.7103
H -0.0719 -2.1282 2.0755
H -1.6714 -3.7915 0.0221
H 0.0217 -4.0104 0.4832
H -0.9615 -3.4751 -2.3540
H 0.7061 -3.8402 -1.8848
H -0.0328 -6.0757 -1.0476
H -0.4044 -5.8641 -2.7597
H -1.6831 -5.7092 -1.5552
H 1.1086 -1.6348 -1.4743
H 1.6489 -1.9901 0.1757
H 0.1999 1.7401 -0.8767
H 0.3315 0.4249 -2.0465
H 1.4165 -0.4537 1.8202
H 0.4982 2.3684 1.1192
H -0.0805 1.1468 3.2153
H 2.8565 1.5150 0.5905
H 2.7968 1.2770 3.3696
H 3.9469 3.5027 1.2731
H 1.4566 4.6132 1.1725
H 3.2735 5.0469 2.9496
H 3.1875 3.4614 3.7476
H 0.9296 3.5610 3.3723

=====

15
Properties=species:S:1:pos:R:3 method="wB97M-V/def2-TZVPD" e_homo_ev=-2.3 e_above_lowest_kcal_mol=86.0 homo_lumo_gap_ha=0.226 charge=-1
C 1.3459 -0.2103 -0.2583
C 0.0701 0.6564 -0.3081
N -0.9724 0.0830 -1.1310
O -1.4305 -1.1420 -0.6046
C -2.6869 -1.1555 -0.1332
O -3.2434 -2.2838 -0.0665
C -3.3943 0.0321 0.3720
C -3.0349 1.2976 0.1841
O -2.6733 2.4064 0.0646
H 2.0589 0.1622 0.4419
H 1.2243 -1.1948 0.0882
H 1.8509 -0.1221 -1.2287
H -0.3260 0.6586 0.6224
H 0.1380 1.7199 -0.5218
H -4.3402 -0.3817 0.9148